No. 1
ORCA calculation (ωB97M-V with the def2-TZVPD basis set) on a molecular structure, C8H8Br3F3NO2PS.

Orbital gap: 0.3123 hartree
Calculated total energy: -9276.06431 a.u.
LUMO level: -0.375 eV

Last column: natural (NBO) charge in e.
Atoms and positions in Å:
C1 -0.4316 -1.6026 -0.9686  -0.68
C2 -1.7704 -1.7581 -1.7222  -0.04
Br1 -2.1162 -0.9474 -3.4421  0.11
C3 -2.7501 -2.4645 -1.1544  -0.49
Br2 -2.5117 -3.3341 0.5912  0.05
P1 -4.4479 -2.6773 -1.9190  0.95
Br3 -4.9679 -4.8676 -1.7895  -0.19
N1 -5.4948 -1.7843 -0.7581  -0.72
C4 -4.9439 -0.7370 -0.5560  0.21
S1 -4.1619 0.6005 -0.2587  0.06
H1 -0.7063 -1.3205 0.0635  0.25
H2 0.0530 -2.5963 -0.9814  0.24
H3 0.2014 -0.7884 -1.3612  0.24
C5 4.3498 2.4806 1.3603  -0.64
C6 3.5144 1.3107 1.8365  -0.08
O1 2.1120 1.5715 1.6474  -0.47
C7 1.6342 1.3468 0.4246  0.69
O2 2.2778 0.9552 -0.5060  -0.54
C8 0.1282 1.6179 0.3887  0.90
F1 -0.2016 2.7580 1.0159  -0.30
F2 -0.5604 0.6268 0.9882  -0.31
F3 -0.3401 1.7177 -0.8611  -0.30
H4 4.0293 3.4028 1.8480  0.22
H5 5.4044 2.3122 1.5794  0.22
H6 4.2393 2.6304 0.2857  0.22
H7 3.6582 1.1647 2.9065  0.20
H8 3.8027 0.3821 1.3423  0.20

No. 2
ORCA calculation (ωB97M-V with the def2-TZVPD basis set) on a single C8H8Cl2O3S molecule.

Energy relative to the best compared isomer or geometry (same formula, charge and spin): 0.0 kJ/mol
Orbital gap (spin up / spin down): 0.2350 / 0.2343 hartree
Calculated total energy: -1853.69602 a.u.
Multiplicity: 3
LUMO level (spin up / spin down): 0.469 / -3.793 eV
Expectation value of S²: 2.017

Last column: Löwdin spin population.
Atoms and positions in Å:
C1 0.8735 -2.0359 1.4036  0.51
C2 1.1459 -1.8198 0.0709  0.25
C3 0.6824 -0.9507 2.3007  0.08
C4 1.2555 -0.5513 -0.3894  0.15
C5 0.8109 0.3348 1.8225  0.27
C6 1.0390 0.5312 0.4338  0.51
C7 -1.4030 2.1029 -1.4156  0.01
C8 -0.8145 2.7603 -0.1777  0.02
O1 1.6693 2.9403 0.9398  0.04
O2 1.4986 2.2404 -1.4648  0.01
O3 -2.8044 1.7483 -1.2764  0.00
S1 1.0293 2.2218 -0.1233  0.08
Cl1 -0.8277 4.6384 -0.1946  0.02
Cl2 -1.6646 2.2220 1.2349  0.02
H1 0.7630 -2.9416 2.0260  0.02
H2 1.2631 -2.6324 -0.4765  0.01
H3 0.4670 -1.1201 3.3423  0.00
H4 1.4766 -0.1877 -1.4431  0.00
H5 0.6642 1.3046 2.2960  0.01
H6 -0.8166 1.2286 -1.3501  0.00
H7 -1.2964 2.5291 -2.3552  0.00
H8 -2.9742 1.6052 -2.2225  0.00

No. 3
ORCA calculation (ωB97M-V with the def2-TZVPD basis set) on a single C8H8ClN molecule.

Energy relative to the best compared isomer or geometry (same formula, charge and spin): 289.3 kJ/mol
Orbital gap (spin up / spin down): 0.2775 / 0.3001 hartree
Calculated total energy: -824.40236 a.u.
LUMO level (spin up / spin down): -0.807 / -0.341 eV

Last column: natural (NBO) charge in e.
Atoms and positions in Å:
C1 0.7337 1.0980 -1.9974  0.20
C2 1.1496 -0.5632 1.1540  -0.34
C3 1.9632 -0.5144 0.1227  0.00
C4 -1.2697 -0.9031 0.4661  -0.41
C5 -1.0150 -0.5734 -1.0519  -0.46
C6 -0.2585 1.2852 0.3491  -0.44
C7 -0.2221 -0.0054 1.2133  -0.24
C8 -0.2636 0.7561 -1.0979  0.03
N1 1.5688 1.5267 -2.6834  -0.30
Cl1 3.5139 -0.6212 -0.4722  0.12
H1 1.3673 -1.0848 2.1493  0.23
H2 -2.2774 -0.5759 0.9083  0.21
H3 -1.5115 -1.9458 0.7174  0.24
H4 -0.3248 -1.3071 -1.4894  0.23
H5 -1.9356 -0.6569 -1.6017  0.24
H6 -1.1903 1.8513 0.5154  0.23
H7 0.5431 2.0983 0.5203  0.24
H8 -0.5712 0.1355 2.2781  0.23

No. 4
ORCA calculation (ωB97M-V with the def2-TZVPD basis set) on a single C8H8ClN3O molecule.

SMILES: Cl[C@@]12CCC=C/C1=N/N=C\C=N/O2
Energy relative to the best compared isomer or geometry (same formula, charge and spin): 363.6 kJ/mol
Orbital gap: 0.3042 hartree
Calculated total energy: -1009.18560 a.u.
LUMO level: -0.680 eV

Last column: natural (NBO) charge in e.
Atoms and positions in Å:
Cl1 -1.4581 0.7909 1.7473  -0.06
C1 -0.1958 0.4548 0.4704  0.23
C2 1.1181 1.0013 1.0309  -0.42
C3 2.2656 0.6604 0.0844  -0.46
C4 2.3588 -0.8204 -0.0621  -0.12
C5 1.2829 -1.5916 0.1204  -0.26
C6 -0.0533 -1.0640 0.2566  0.14
N1 -1.0180 -1.9329 0.1861  -0.20
N2 -2.2574 -1.5090 0.1434  -0.20
C7 -2.8054 -0.5543 -0.4936  0.02
C8 -2.4269 0.5561 -1.4318  -0.06
N3 -1.5305 1.4603 -1.4282  -0.03
O1 -0.4338 1.3646 -0.6231  -0.39
H1 1.0135 2.0796 1.1442  0.24
H2 1.2939 0.5583 2.0109  0.23
H3 3.2006 1.0632 0.4726  0.23
H4 2.0783 1.1231 -0.8906  0.24
H5 3.3157 -1.2522 -0.3125  0.21
H6 1.3296 -2.6677 0.0317  0.24
H7 -3.8754 -0.4887 -0.2981  0.20
H8 -3.2025 0.7682 -2.1590  0.21

No. 5
ORCA calculation (ωB97M-V with the def2-TZVPD basis set) on 2 unconnected molecules or ions with the total composition C8H8ClNO6S.

SMILES: O=C(Cl)COC(=O)ON=C=S.O=C1CCCO1
Energy relative to the best compared isomer or geometry (same formula, charge and spin): 499.6 kJ/mol
Orbital gap: 0.3003 hartree
Calculated total energy: -1673.94744 a.u.
LUMO level: -1.531 eV

Last column: natural (NBO) charge in e.
Atoms and positions in Å:
O1 4.9778 -1.3200 1.0595  -0.52
C1 4.8179 -0.2677 1.8981  0.50
Cl1 4.7381 -0.5461 3.7360  -0.01
C2 4.7305 1.2153 1.1662  -0.17
O2 4.4959 2.2564 2.1835  -0.51
C3 3.2697 2.9649 1.7823  0.94
O3 3.4335 4.1160 1.0784  -0.55
O4 1.8852 2.5370 2.0365  -0.34
N1 1.8214 1.3230 2.6120  -0.26
C4 1.0417 0.5427 1.7524  0.21
S1 0.3474 -0.3226 0.4264  0.19
H1 5.6916 1.3795 0.5184  0.26
H2 3.7808 1.2012 0.4457  0.24
O5 -1.3054 -1.8933 -1.0079  -0.59
C5 -2.3892 -1.5117 -1.4178  0.80
C6 -3.7173 -1.8616 -0.8180  -0.53
C7 -4.6737 -1.4687 -1.9155  -0.43
C8 -3.9426 -0.3460 -2.6039  -0.07
O6 -2.5575 -0.6626 -2.4737  -0.48
H3 -3.8691 -1.2660 0.0865  0.24
H4 -3.7800 -2.9290 -0.5943  0.25
H5 -5.6627 -1.1788 -1.5510  0.23
H6 -4.8014 -2.3086 -2.6092  0.21
H7 -4.1257 0.6229 -2.1277  0.18
H8 -4.2069 -0.2760 -3.6631  0.20

No. 6
ORCA calculation (ωB97M-V with the def2-TZVPD basis set) on a molecular structure, C8H8CoNO6.

Energy relative to the best compared isomer or geometry (same formula, charge and spin): 0.0 kJ/mol
Orbital gap (spin up / spin down): 0.2889 / 0.2115 hartree
Calculated total energy: -2198.22522 a.u.
Multiplicity: 4
LUMO level (spin up / spin down): -4.636 / -6.744 eV
Net charge: +1
Expectation value of S²: 3.780

Last column: Löwdin spin population.
Atoms and positions in Å:
O1 -2.5228 -0.1998 -0.8996  0.37
C1 -2.0109 0.7184 -1.4574  0.46
Co1 -0.3376 2.3753 -1.8953  1.75
C2 1.1088 2.1713 -0.8426  0.04
O2 2.0731 2.1849 -0.2160  -0.01
C3 0.1379 3.8210 -3.0050  0.03
O3 0.2614 4.6645 -3.8031  0.00
C4 -1.0667 2.8937 -0.3007  0.06
O4 -1.4814 3.2978 0.6986  0.02
C5 0.2145 0.7952 -2.6376  0.08
O5 0.6878 -0.1417 -3.1360  0.03
H1 -2.6563 1.3418 -2.1866  0.14
C6 0.6956 -1.3945 2.8519  0.00
N1 0.4206 -1.9085 1.5187  0.00
C7 0.5046 -3.3443 1.2822  0.00
C8 0.1131 -1.0347 0.5356  0.00
O6 0.0521 0.1819 0.7114  0.02
H2 0.9181 -2.2328 3.5239  0.00
H3 -0.1713 -0.8368 3.2373  0.00
H4 1.5559 -0.7073 2.8325  0.00
H5 -0.4569 -3.7274 0.8879  0.00
H6 1.2886 -3.5718 0.5332  0.00
H7 0.7444 -3.8581 2.2274  0.00
H8 -0.0726 -1.4882 -0.4608  0.00

No. 7
ORCA calculation (ωB97M-V with the def2-TZVPD basis set) on 2 unconnected molecules or ions with the total composition C8H8F3N3.

SMILES: CC1=C/C(=N\F)[C@@H](F)C=C1.N=C=NF
Energy relative to the best compared isomer or geometry (same formula, charge and spin): 562.2 kJ/mol
Orbital gap (spin up / spin down): 0.3017 / 0.3016 hartree
Calculated total energy: -773.25653 a.u.
LUMO level (spin up / spin down): -0.887 / -0.887 eV

Last column: natural (NBO) charge in e.
Atoms and positions in Å:
C1 -1.7161 1.2208 1.9506  -0.65
C2 -0.8156 0.2736 1.2480  0.04
C3 -1.2561 -0.2629 0.0675  -0.28
C4 -0.5127 -1.1716 -0.8237  0.15
N1 -0.6808 -1.5782 -2.0449  -0.03
F1 -1.8385 -1.1394 -2.6638  -0.25
C5 0.6966 -1.7175 -0.0755  0.14
F2 1.6412 -1.8746 -1.0081  -0.34
C6 1.2318 -0.9327 1.1309  -0.15
C7 0.4259 -0.0828 1.7906  -0.23
H1 -2.8052 0.9253 1.9014  0.24
H2 -1.5761 1.2221 3.0716  0.22
H3 -1.5186 2.1643 1.5008  0.24
H4 -2.1865 0.2686 -0.3636  0.23
H5 0.3922 -2.7571 0.2254  0.21
H6 2.2676 -1.1575 1.4732  0.23
H7 0.6803 0.3287 2.7573  0.22
N2 1.7983 0.4504 -2.9441  -0.63
C8 1.5034 1.2834 -2.1416  0.56
N3 1.1416 2.3104 -1.6115  -0.16
F3 1.6449 2.7901 -0.4351  -0.21
H8 1.4822 -0.5633 -3.0053  0.44

No. 8
ORCA calculation (ωB97M-V with the def2-TZVPD basis set) on a single C8H8F5NSi molecule.

SMILES: C[Si](C)(N)c1c(F)c(F)c(F)c(F)c1F
Energy relative to the best compared isomer or geometry (same formula, charge and spin): 2.5 kJ/mol
Orbital gap: 0.3658 hartree
Calculated total energy: -1153.24356 a.u.
LUMO level: 0.238 eV

Last column: natural (NBO) charge in e.
Atoms and positions in Å:
C1 -1.3084 -0.2559 2.0804  -1.10
Si1 -0.0025 0.7608 1.1666  1.76
C2 1.6161 0.6054 2.0804  -1.12
N1 -0.4949 2.4284 0.9614  -1.26
C3 0.0777 0.0802 -0.5390  -0.57
C4 1.2271 -0.5608 -0.9707  0.36
F1 2.3931 -0.2726 -0.3509  -0.30
C5 1.1798 -1.4500 -2.0465  0.26
F2 2.2753 -2.1680 -2.3880  -0.29
C6 -0.0002 -1.5443 -2.7672  0.29
F3 -0.0836 -2.3161 -3.8538  -0.28
C7 -1.1411 -0.8720 -2.3695  0.26
F4 -2.2010 -0.8889 -3.2212  -0.29
C8 -1.1016 -0.0547 -1.2370  0.36
F5 -2.1659 0.6769 -0.8641  -0.31
H1 -1.6807 0.2751 2.9369  0.25
H2 -0.8901 -1.2048 2.4234  0.24
H3 -2.0919 -0.3910 1.3260  0.24
H4 1.4341 1.0115 3.0989  0.24
H5 1.9520 -0.4337 2.1048  0.25
H6 2.3808 1.2256 1.6171  0.25
H7 -1.4271 2.4954 0.5763  0.39
H8 0.0529 2.8534 0.2357  0.38

No. 9
ORCA calculation (ωB97M-V with the def2-TZVPD basis set) on a gas-phase ion, C8H8FO2S (charge -1).

Energy relative to the best compared isomer or geometry (same formula, charge and spin): 70.8 kJ/mol
Orbital gap: 0.2663 hartree
Calculated total energy: -958.10248 a.u.
LUMO level: 3.476 eV
Net charge: -1

Last column: natural (NBO) charge in e.
Atoms and positions in Å:
C1 -0.9098 0.3311 -1.6392  -0.26
C2 -0.8951 1.4059 -0.5590  -0.25
C3 -0.1989 -0.7712 -1.3540  -0.14
C4 0.0889 1.3685 0.3603  -0.20
C5 0.5794 -0.9674 -0.1197  -0.33
C6 1.0521 0.3711 0.3947  -0.14
C7 2.3183 0.5109 0.7632  -0.37
C8 -0.4672 -1.6230 0.9196  0.07
O1 4.9367 -0.5143 0.9727  -1.02
O2 3.5419 -0.9928 -1.1010  -1.05
F1 -0.8362 -2.9000 0.5409  -0.39
S1 4.0051 0.0347 -0.0628  1.51
H1 -1.2545 0.6420 -2.5575  0.20
H2 -1.6334 2.1571 -0.5135  0.19
H3 -0.0696 -1.6800 -1.9278  0.21
H4 0.4161 2.2063 0.9552  0.21
H5 1.3425 -1.7548 -0.2450  0.27
H6 2.7023 1.4344 1.3844  0.17
H7 -1.5019 -1.1636 0.8171  0.17
H8 0.0409 -1.7004 1.9626  0.17

No. 10
ORCA calculation (ωB97M-V with the def2-TZVPD basis set) on 2 unconnected molecules or ions with the total composition C8H8FO4S.

Energy relative to the best compared isomer or geometry (same formula, charge and spin): 170.3 kJ/mol
Orbital gap (spin up / spin down): 0.2414 / 0.3082 hartree
Calculated total energy: -1108.63031 a.u.
LUMO level (spin up / spin down): 2.242 / 2.433 eV
Net charge: -1

Last column: natural (NBO) charge in e.
Atoms and positions in Å:
C1 -2.4066 -1.0245 -0.1216  -0.20
C2 -1.3107 -1.8328 0.1472  -0.23
C3 -2.2247 0.3383 -0.3120  -0.24
C4 -0.0432 -1.2952 0.2072  -0.15
C5 -0.9628 0.8907 -0.2503  -0.20
C6 0.1643 0.0809 -0.0047  -0.05
C7 2.0171 1.8841 -0.3463  -0.04
C8 1.4965 0.5587 -0.0061  -0.10
O1 2.3635 -1.0198 -1.7070  -1.01
O2 4.0557 0.1723 -0.4184  -1.01
O3 2.8575 -1.6983 0.5943  -1.01
O4 1.9640 0.4694 2.4638  -0.74
F1 1.1260 2.9443 -0.3843  -0.38
S1 2.8427 -0.6253 -0.3828  2.39
H1 -3.4015 -1.4493 -0.1711  0.20
H2 -1.4539 -2.8924 0.3081  0.20
H3 -3.0762 0.9736 -0.5154  0.20
H4 0.8199 -1.9073 0.4153  0.26
H5 -0.8385 1.9523 -0.3907  0.23
H6 2.8111 2.1553 0.3556  0.23
H7 2.4624 1.8059 -1.3484  0.21
H8 2.4371 -0.3305 2.2235  0.44

No. 11
ORCA calculation (ωB97M-V with the def2-TZVPD basis set) on a molecular structure, C8H8LuNO6.

Energy relative to the best compared isomer or geometry (same formula, charge and spin): 0.0 kJ/mol
Orbital gap: 0.2556 hartree
Calculated total energy: -2050.62069 a.u.
LUMO level: -10.107 eV
Net charge: +2

Last column: natural (NBO) charge in e.
Atoms and positions in Å:
O1 0.7389 -3.3818 4.9578  -0.46
C1 0.4429 -3.3383 3.8489  0.47
Lu1 -1.5077 -0.6403 0.1120  1.72
C2 -2.1229 -0.8321 -2.1820  0.41
O2 -2.5234 -0.9421 -3.3071  -0.32
C3 -2.3156 -3.0054 -0.2671  0.38
O3 -2.7343 -4.0998 -0.1620  -0.27
C4 -3.9753 -0.6745 -0.4289  0.46
O4 -5.0455 -0.6829 -0.8419  -0.31
C5 -0.9749 -2.6784 -1.3986  0.39
O5 -0.2138 -3.4552 -1.8217  -0.26
H1 -1.8924 -1.2286 1.9228  -0.43
C6 0.8240 3.0223 -0.1643  -0.43
N1 1.8181 1.9547 -0.0495  -0.29
C7 3.1989 2.2138 0.0269  -0.44
C8 1.4195 0.7006 0.0356  0.57
O6 0.1877 0.4113 0.0858  -0.85
H2 1.4166 3.9361 -0.1980  0.25
H3 0.1479 3.0451 0.6976  0.24
H4 0.2342 2.9291 -1.0897  0.23
H5 3.6345 1.8720 0.9830  0.25
H6 3.7625 1.7124 -0.7818  0.24
H7 3.3383 3.2814 -0.0566  0.25
H8 2.1417 -0.1191 0.0790  0.20

No. 12
ORCA calculation (ωB97M-V with the def2-TZVPD basis set) on a single C8H8N2 molecule.

SMILES: C1=CC(n2cccn2)C=C1
Energy relative to the best compared isomer or geometry (same formula, charge and spin): 375.1 kJ/mol
Orbital gap: 0.3472 hartree
Calculated total energy: -419.04279 a.u.
LUMO level: 0.576 eV

Last column: natural (NBO) charge in e.
Atoms and positions in Å:
C1 -0.1789 -2.4752 0.0698  -0.25
C2 0.6688 -1.4950 -0.2631  -0.18
C3 0.4712 -0.2927 0.6451  -0.12
N1 0.4623 0.9695 -0.0485  -0.15
C4 -0.4625 1.4972 -0.8439  -0.05
C5 0.1408 2.7079 -1.2840  -0.33
C6 1.4203 2.7778 -0.7272  -0.07
N2 1.6017 1.6617 0.0183  -0.27
C7 -0.8218 -0.7776 1.5360  -0.18
C8 -1.0418 -2.0627 1.1451  -0.22
H1 0.0456 -3.4956 -0.2767  0.22
H2 1.2084 -1.5832 -1.1943  0.23
H3 1.4547 -0.2242 1.1170  0.28
H4 -1.1954 0.8164 -1.2009  0.23
H5 -0.2035 3.1727 -2.1942  0.22
H6 2.1654 3.4923 -0.6903  0.21
H7 -1.3487 -0.3562 2.3287  0.22
H8 -2.0093 -2.5216 1.2958  0.22

Q: The lowest calculated total energy belongs to which entry?
A: C8H8Br3F3NO2PS

Q: What is the calculated total energy in the fourth record?
A: -1009.18560 a.u.

Q: Which formula does entry 3 have?
A: C8H8ClN